# 1
A 2-piece molecular cluster, C2H8OS2 overall in a non-equilibrium geometry, computed with ωB97M-V/def2-TZVPD.

```
13
C2H8OS2 | the Open Molecules 2025 dataset | ωB97M-V/def2-TZVPD
C 2.55762 0.58196 -2.42844
C 2.21470 0.94475 -1.03046
O 0.64668 0.77700 -0.97388
H 2.22723 1.09384 -3.22916
H 3.70674 0.49919 -2.62759
H 2.30160 -0.56981 -2.48111
H 2.55293 1.96136 -0.66240
H 2.54378 0.15998 -0.43117
H 0.38305 1.65955 -0.95829
S -1.96786 -0.70062 0.31786
S -0.88660 -0.39494 2.01839
H -1.03800 -0.85262 -0.77577
H -0.81335 -1.79876 2.32996
```

Calculated values
HOMO-LUMO gap	9.79	eV
HOMO	-9.19	eV
E_LUMO	0.598	eV
SMILES string	CCO.SS

Atom charges from the Löwdin analysis, given in e for atoms 1 to 6: -0.12, -0.21, -0.16, 0.02, 0.11, 0.12

# 2
H24O12 as an isolated structure in a non-equilibrium geometry, computed with ωB97M-V/def2-TZVPD.

```
36
H24O12 | the Open Molecules 2025 dataset | ωB97M-V/def2-TZVPD
H -1.34940 0.53863 0.10727
H -0.05008 0.14839 -0.57795
H 0.00025 3.04921 -1.84786
H 1.10280 2.01208 -1.98480
H 2.27961 -0.30830 -0.96249
H 2.78250 0.22677 0.36824
H 5.16856 1.44997 -1.40369
H 3.99666 1.24319 -0.45820
H 2.11201 -3.62924 2.19938
H 1.75100 -2.32509 2.89141
H -2.55507 3.94293 2.20428
H -2.18573 2.49908 2.50251
H 1.38523 -2.55178 -3.02759
H 1.87481 -1.12540 -2.83837
H 1.08489 -3.09853 0.75958
H 1.45990 -1.78842 0.08651
H -5.85122 -2.42502 0.02160
H -4.43883 -2.97707 -0.08060
H -4.13228 3.70074 -0.57411
H -5.60167 3.73184 -0.96136
H 4.13984 3.25775 1.36781
H 3.07531 2.17390 1.41335
H -3.95844 -4.49750 0.07197
H -2.77765 -3.54143 0.11305
O -0.99688 0.23437 -0.73662
O 0.39148 2.29203 -1.39775
O 2.99362 -0.41067 -0.32320
O 4.83289 1.71543 -0.54006
O 2.14570 -2.67294 2.08383
O -2.85354 3.03743 2.06297
O 1.80592 -1.97196 -2.38275
O 1.82155 -2.64747 0.33194
O -4.92863 -2.14918 -0.01993
O -4.83437 4.30328 -0.84429
O 3.40129 2.93981 1.89926
O -3.09205 -4.37684 0.47668
```

Calculated values
HOMO-LUMO gap	7.42	eV
HOMO	-7.74	eV
E_LUMO	-0.314	eV

Atom charges from the Löwdin analysis, given in e for atoms 1 to 6: 0.04, 0.00, 0.05, 0.03, 0.02, 0.05

# 3
C23H41Cl3CuN3O3Si as an isolated structure in a non-equilibrium geometry, computed with ωB97M-V/def2-TZVPD.

```
75
C23H41Cl3CuN3O3Si | the Open Molecules 2025 dataset | ωB97M-V/def2-TZVPD
C -0.31216 3.37611 -0.12821
C 0.65194 2.85963 -1.13208
H 0.08003 4.22733 0.43210
H -0.58735 2.57991 0.58226
H -1.24641 3.67684 -0.62206
C 1.80117 3.45276 -1.52554
C 2.28087 4.77581 -1.04668
H 2.43029 2.97001 -2.26765
H 1.64454 5.19383 -0.25820
H 2.30844 5.48261 -1.89061
H 3.30898 4.69683 -0.66040
Cu -0.79316 -0.66415 0.14973
Cl -2.24237 -0.46055 -1.63695
Cl -1.30126 0.47242 2.03721
C 0.24501 -2.16400 -2.53132
O 0.48663 -2.20509 -1.31266
N 0.91277 -2.83254 -3.48854
C 1.94985 -3.79271 -3.13495
C 0.59934 -2.69385 -4.90836
H -0.59505 -1.54029 -2.90298
H 2.02000 -3.86928 -2.04629
H 2.91886 -3.48358 -3.54885
H 1.70568 -4.77073 -3.56733
H -0.18316 -1.93300 -5.01404
H 0.24677 -3.64804 -5.32480
H 1.48475 -2.38167 -5.47883
H 1.83501 2.11039 1.60735
H 3.79188 1.71147 -0.02409
C 2.09086 1.17672 2.12937
C 4.03644 0.88494 0.66154
N 2.84071 0.31119 1.24723
H 1.16968 0.68293 2.45573
C 2.40682 -0.93761 0.90276
O 1.37414 -1.46792 1.31373
H 4.55505 0.09564 0.11146
H 3.09453 -1.43917 0.18076
H 2.71551 1.44706 2.99266
H 4.69086 1.28597 1.44731
O 0.54513 0.65839 -0.51125
C 0.34186 1.44414 -1.60015
C 2.25479 0.35032 -2.91612
C 1.04272 1.01628 -2.92040
H 2.68477 0.07960 -1.95297
C 2.90997 0.05635 -4.11874
H -0.74014 1.44066 -1.81688
C 0.45204 1.36458 -4.13013
H 3.86734 -0.46060 -4.08643
C 2.33555 0.44722 -5.33279
C 1.09823 1.10630 -5.34445
H -0.51816 1.85684 -4.08076
H 2.85801 0.23446 -6.27429
H 0.65106 1.42086 -6.28701
Si -3.65293 1.71485 5.96833
Cl -2.80469 3.56716 5.43242
C -2.26159 0.78223 6.78342
C -4.20301 1.14545 4.29059
C -5.08562 1.87131 7.18033
H -1.37167 0.79824 6.14846
H -2.55445 -0.25694 6.95699
H -2.00111 1.23000 7.74816
H -4.77060 2.27637 8.15423
H -5.53378 0.88220 7.37390
H -5.88669 2.52064 6.79704
H -3.35801 1.13280 3.59640
H -4.96505 1.82394 3.90342
H -4.62217 0.14302 4.35965
C -2.86444 -5.50860 -0.32053
C -2.07268 -4.94149 0.87600
C -1.76440 -3.52234 0.71949
N -1.49193 -2.39794 0.64829
H -3.78551 -4.93631 -0.47114
H -3.13784 -6.56045 -0.16312
H -2.25450 -5.44425 -1.22921
H -2.64290 -5.05093 1.81184
H -1.11412 -5.47059 1.00762
```

Calculated values
HOMO-LUMO gap (alpha / beta)	7.16 / 7.12	eV
spin multiplicity	2
HOMO (alpha / beta)	-4.71 / -4.67	eV
E_LUMO (alpha / beta)	2.449 / 2.450	eV
total charge	-1
<S²>	0.753

Atom charges from the Löwdin analysis, given in e for atoms 1 to 6: -0.05, -0.23, 0.06, 0.03, 0.09, -0.13

# 4
C12H14IN3O3Pt as an isolated structure in a non-equilibrium geometry, computed with ωB97M-V/def2-TZVPD.

```
34
C12H14IN3O3Pt | the Open Molecules 2025 dataset | ωB97M-V/def2-TZVPD
C 2.79493 3.02863 1.58266
C 3.53677 1.89368 0.88288
H 2.24364 3.62478 0.83950
H 3.51962 3.69610 2.06394
H 2.06833 2.69053 2.32511
H 2.91907 1.27451 0.22825
H 4.33020 2.31993 0.26094
H 4.02226 1.22472 1.59367
C -2.74209 1.37687 -0.22783
C -4.00382 1.12101 -0.73709
C -4.20662 -0.05192 -1.46868
C -3.15714 -0.94444 -1.66688
H -2.46244 2.25604 0.33847
H -4.76742 1.87610 -0.57244
H -5.20813 -0.27905 -1.83105
H -3.27196 -1.89465 -2.19287
N -1.72924 0.54603 -0.48607
C -1.90259 -0.63539 -1.11953
C -0.72444 -1.47978 -1.07281
N 0.34293 -0.87035 -0.50062
C 1.52801 -1.47310 -0.33241
C 0.56431 -3.51646 -1.10430
C 1.65217 -2.83152 -0.55303
H 2.33897 -0.84335 0.02106
H 2.57901 -3.31070 -0.24775
C -0.61422 -2.84134 -1.39373
H -1.51533 -3.34220 -1.73942
H 0.64506 -4.58307 -1.26266
Pt 0.20640 1.15113 0.07002
I 0.19992 3.46338 -0.52147
O -1.03063 -0.61018 1.87038
N 0.16873 -0.70982 2.22377
O 0.60639 -1.52364 3.02174
O 1.06937 0.19757 1.70826
```

Calculated values
HOMO-LUMO gap (alpha / beta)	8.69 / 4.53	eV
spin multiplicity	5
HOMO (alpha / beta)	-16.39 / -16.40	eV
E_LUMO (alpha / beta)	-7.699 / -11.866	eV
total charge	+2
<S²>	6.017

Atom charges from the Löwdin analysis, given in e for atoms 1 to 6: -0.19, -0.16, -0.07, 0.10, 0.07, 0.00

# 5
C43H36Br3N7O14 as an isolated structure in a non-equilibrium geometry, computed with ωB97M-V/def2-TZVPD.

```
103
C43H36Br3N7O14 | the Open Molecules 2025 dataset | ωB97M-V/def2-TZVPD
C 0.16979 -0.53605 -0.24505
Br -1.13711 -1.05381 1.12430
Br 0.69232 -1.97054 -1.44385
Br 1.86157 0.18568 0.48848
H -0.17454 0.33733 -0.79890
C -1.00856 -4.82025 1.62727
C -1.33928 -6.01389 0.99177
C -1.67757 -7.05617 1.84284
C -1.52415 -6.92448 3.19766
C -1.20322 -5.74504 3.83124
C -1.04086 -4.64928 2.99339
N -1.87002 -8.09041 4.03309
O -2.32709 -7.86064 5.13291
O -1.74616 -9.23991 3.57769
H -0.79141 -3.94146 1.03824
H -1.46444 -6.22274 -0.06043
H -2.07090 -7.97717 1.43857
H -1.06530 -5.63680 4.89692
H -0.78326 -3.70885 3.45775
C -3.13299 6.53717 -0.90372
C -2.36264 6.88934 0.16285
C -1.30966 6.05594 0.65399
C -1.12168 4.77340 0.08472
C -1.94620 4.39776 -0.94834
C -2.95273 5.26063 -1.40356
N -0.03220 3.87168 0.52704
O 0.30328 2.91354 -0.20769
O 0.48611 4.15117 1.59259
H -3.89285 7.17595 -1.32913
H -2.45284 7.82731 0.69057
H -0.62186 6.39284 1.41545
H -1.76876 3.46392 -1.46102
H -3.60150 4.83970 -2.15743
C -1.91029 -3.37026 -6.61847
C -2.79867 -3.86984 -5.66357
C -2.93733 -3.19822 -4.39235
C -2.22011 -1.98495 -4.16810
C -1.30567 -1.57475 -5.17054
C -1.10399 -2.29931 -6.30474
N -2.33370 -1.23529 -2.84609
O -1.96979 -0.08440 -2.72957
O -2.83239 -1.78756 -1.86354
H -1.75367 -3.85003 -7.57329
H -3.37935 -4.73271 -5.95456
H -3.59392 -3.64061 -3.65778
H -0.62381 -0.76257 -4.96602
H -0.39414 -1.89662 -7.01210
C -4.83161 3.02413 0.20445
C -3.89362 1.95593 0.27736
C -2.93587 2.01046 1.30841
C -2.98844 3.03280 2.26428
C -3.95616 4.04045 2.17025
C -4.87796 4.05385 1.12250
N -2.05725 2.95509 3.43047
O -1.84324 3.92520 4.11233
O -1.59269 1.92416 3.71706
H -5.58535 3.00263 -0.56873
H -3.91817 1.11039 -0.39411
H -2.22666 1.20875 1.45226
H -3.91140 4.87556 2.85361
H -5.59658 4.85992 1.13799
C 0.30360 1.81395 -3.87079
C -0.17289 1.86815 -5.23982
C 0.67413 1.35138 -6.20358
C 1.93790 0.82300 -5.81513
C 2.20152 0.52808 -4.48430
C 1.43618 1.04611 -3.50163
N 2.95983 0.39662 -6.80623
O 4.10634 0.25877 -6.46670
O 2.58749 0.34694 -7.92667
H -0.33087 2.18249 -3.07831
H -1.09424 2.39345 -5.44372
H 0.48387 1.60868 -7.23509
H 3.15694 0.05660 -4.30741
H 1.82702 0.99377 -2.49619
C 1.88112 3.48178 4.22261
C 2.75121 4.01429 5.20476
C 4.01444 3.51632 5.40325
C 4.41013 2.47206 4.52776
C 3.54007 1.89493 3.60197
C 2.30207 2.37442 3.47296
N 5.75586 1.93723 4.70690
O 6.12185 1.02347 4.01159
O 6.45692 2.43430 5.49841
H 0.85275 3.77841 4.07820
H 2.53822 4.86638 5.83323
H 4.75723 4.04121 5.98563
H 3.77964 1.01247 3.02729
H 1.61508 1.81857 2.85208
C 4.85924 -4.06493 0.35035
C 5.30306 -3.67386 1.61382
C 4.47120 -3.09376 2.54485
C 3.08999 -3.00839 2.21827
C 2.67909 -3.31718 0.90996
C 3.56074 -3.82499 -0.00751
N 2.20525 -2.40284 3.18674
O 2.58485 -2.08234 4.30660
O 1.05147 -2.25532 2.83241
H 5.54538 -4.33621 -0.43833
H 6.34408 -3.81203 1.86597
H 4.84833 -2.85708 3.52880
H 1.73153 -2.96701 0.52798
H 3.15136 -3.95586 -0.99831
```

Calculated values
HOMO-LUMO gap	8.33	eV
HOMO	-9.48	eV
E_LUMO	-1.147	eV

Atom charges from the Löwdin analysis, given in e for atoms 1 to 6: -1.42, 0.75, 0.69, 0.67, -0.05, -0.08

# 6
C11H36F2InNO15S2 as an isolated structure in a non-equilibrium geometry, computed with ωB97M-V/def2-TZVPD.

```
68
C11H36F2InNO15S2 | the Open Molecules 2025 dataset | ωB97M-V/def2-TZVPD
In 0.75353 1.53621 -1.24389
O -0.16150 5.55481 1.47309
C 0.07586 4.33867 2.17920
C 0.19189 2.99312 1.31511
O 0.45021 3.13752 -0.06283
H -0.78482 4.17089 2.82664
H 0.91937 4.49821 2.85087
H -0.72930 2.43236 1.47348
H 1.02303 2.44753 1.76190
O -0.25054 1.56907 -3.08832
C 0.06932 0.34743 -3.70825
C 0.22198 0.33659 -5.34004
O -0.71202 1.09463 -6.10420
H -0.63562 -0.39609 -3.33633
H 1.02894 -0.03903 -3.36495
H 0.25133 -0.67199 -5.75237
H 1.19592 0.79973 -5.49830
N 0.21861 0.18228 0.05832
S 0.36583 -0.43359 1.41304
O 1.65514 -1.11996 1.71558
O -0.78156 -0.95761 2.13216
F 0.57190 0.99150 2.13409
S -0.48867 -1.26589 -0.55436
O -1.88694 -1.56542 -0.27989
O 0.40843 -2.36004 -0.85148
F -0.59602 -0.59829 -2.02914
C -0.23831 0.92722 3.92766
O 0.52226 -0.10633 4.56997
H 0.35488 1.67629 3.40314
H -0.97448 0.63397 3.17922
H -0.74155 1.57817 4.64258
H -0.02160 -0.88641 4.70149
C -2.89134 -1.54793 2.52163
O -4.18328 -1.34673 2.87268
H -2.51204 -2.47165 2.95865
H -2.76854 -1.51372 1.43911
H -2.37904 -0.65239 2.87324
H -4.27844 -1.32512 3.82771
C 2.62559 -2.78567 0.16207
O 3.27778 -1.57582 0.64288
H 2.28703 -2.52716 -0.84126
H 3.37259 -3.57363 0.06612
H 1.78034 -3.05575 0.79507
H 2.89747 -1.36859 1.49963
C -3.31298 -3.04598 -0.72578
O -3.22968 -3.32006 -2.10516
H -4.27790 -3.32004 -0.29926
H -2.41308 -3.31041 -0.17046
H -3.27735 -1.95669 -0.70973
H -2.31524 -3.36401 -2.39408
C -2.24860 1.51590 -1.58348
O -1.26281 1.95277 -0.64818
H -3.25655 1.34410 -1.20582
H -2.49945 2.19021 -2.40231
H -1.95006 0.60507 -2.10248
H -1.78411 2.47565 -0.03463
C 2.70686 1.20961 0.99780
O 2.42715 0.62814 -0.22450
H 1.81182 1.47562 1.56016
H 3.45768 0.65126 1.55691
H 3.19245 2.15337 0.74960
H 2.60240 -0.31509 -0.18994
C 3.18066 -0.71277 -2.30997
O 1.87640 -0.56021 -1.82744
H 3.24857 -0.63552 -3.39510
H 3.73356 0.16081 -1.96463
H 3.70278 -1.56927 -1.88350
H 1.38374 -1.35395 -2.04852
```

Calculated values
HOMO-LUMO gap	3.23	eV
HOMO	-0.34	eV
E_LUMO	2.892	eV
total charge	-2

Atom charges from the Löwdin analysis, given in e for atoms 1 to 6: 0.95, -0.44, -0.43, -0.30, -0.24, 0.05

# 7
A 3-piece molecular cluster, H6O3 overall, computed with ωB97M-V/def2-TZVPD.

```
9
H6O3 | the Open Molecules 2025 dataset | ωB97M-V/def2-TZVPD
O -0.29480 1.80649 0.06311
H 0.31100 2.01761 -0.65262
H 0.07656 1.00852 0.47912
O 0.88285 -0.54516 1.17936
H 1.68069 -0.94008 0.80776
H 0.66274 -1.09716 1.93954
O -1.43968 -0.54334 -1.26633
H -0.88094 -0.73606 -2.02647
H -0.99841 -0.97082 -0.52346
```

Calculated values
HOMO-LUMO gap	10.52	eV
HOMO	-10.26	eV
E_LUMO	0.257	eV
SMILES string	O.O.O

Atom charges from the Löwdin analysis, given in e for atoms 1 to 6: -0.08, 0.03, -0.02, -0.04, 0.06, 0.06

# 8
One molecule with the formula C6H7Br in a non-equilibrium geometry, computed with ωB97M-V/def2-TZVPD.

```
14
C6H7Br | the Open Molecules 2025 dataset | ωB97M-V/def2-TZVPD
C 0.36677 -0.16321 -0.31080
C -0.08119 -0.23538 0.87403
C 0.55956 0.47115 -1.59943
C 1.36475 -0.79631 -1.27684
C -0.63924 -0.15156 2.23002
C -1.58096 0.95920 1.70290
Br -1.02857 2.80002 1.53940
H -0.14916 0.34481 -2.37179
H 0.92066 1.46647 -1.59838
H 2.46317 -0.78789 -1.09604
H 0.90310 -1.68808 -1.80849
H -1.04341 -1.06723 2.46882
H -0.03857 0.41255 3.09747
H -2.41978 0.72806 0.98717
```

Calculated values
HOMO-LUMO gap	8.05	eV
HOMO	-7.29	eV
E_LUMO	0.757	eV

Atom charges from the Löwdin analysis, given in e for atoms 1 to 6: -0.26, 0.02, -0.10, -0.06, -0.27, -0.58